81
Properties=species:S:1:pos:R:3:forces:R:3 method="wB97M-V/def2-TZVPD" homo_lumo_gap_ha="0.1930 / 0.1930" total_charge=+1 lumo_energy_ha="-0.1608 / -0.1607" homo_energy_ev="-9.63 / -9.63" max_force_ev_per_a=4.75
Pt -0.0806 -1.3340 -0.5728 4.477 1.514 0.451
C 1.1870 2.8163 4.6595 0.011 0.021 0.153
C 1.3555 1.9496 3.4564 0.098 -0.198 -0.211
C 2.0566 0.7425 3.5430 -0.040 0.096 -0.211
C 2.2000 -0.0819 2.4465 -0.317 0.281 0.043
C 1.6071 0.2454 1.2209 -0.263 0.726 0.312
N 1.7360 -0.6197 0.1488 -2.614 -0.367 0.403
C 2.9089 -0.7850 -0.4805 1.390 -0.775 -1.348
C 3.8449 0.2759 -0.4801 -0.327 -0.311 -0.244
C 5.0117 0.2005 -1.1871 0.093 -0.638 -0.187
C 5.3346 -0.9504 -1.9268 -0.376 0.227 0.318
C 6.6480 -0.9880 -2.6281 0.204 0.121 -0.170
C 4.4477 -2.0138 -1.9283 -0.128 0.202 0.206
C 3.2595 -1.9861 -1.1884 0.704 2.686 0.566
N 2.5192 -3.1363 -0.9808 -0.829 -1.742 -0.193
C 2.9317 -4.4218 -1.2164 -0.659 0.500 0.485
C 2.0936 -5.2609 -0.5283 0.018 0.231 0.221
C 1.1642 -4.4241 0.0999 0.518 -0.072 -0.077
N 1.4166 -3.1513 -0.1867 -1.271 0.521 -0.539
C 0.9023 1.4682 1.1263 0.983 -0.996 1.247
C 0.8099 2.3096 2.2364 0.029 -0.254 -0.233
N 0.3701 1.8772 -0.0921 -0.253 0.458 -0.656
C 0.3276 3.1535 -0.5473 -0.172 -0.413 -0.503
C -0.2268 3.1169 -1.8055 0.012 0.001 0.265
C -0.5058 1.7724 -2.0437 0.215 -0.062 0.257
N -0.1377 1.0297 -1.0060 -0.517 -1.463 0.125
H 2.1540 3.0297 5.1100 0.036 0.126 0.057
H 0.5891 2.3071 5.4146 -0.060 -0.006 0.060
H 0.6916 3.7504 4.4084 0.020 0.100 0.039
H 2.4919 0.4519 4.4849 0.099 -0.033 0.185
H 2.7612 -1.0023 2.5188 -0.004 -0.086 -0.045
H 3.6038 1.1680 0.0776 -0.044 0.091 0.030
H 5.6970 1.0327 -1.1879 0.137 0.131 0.059
H 7.4436 -0.7545 -1.9203 0.091 -0.091 -0.031
H 6.6814 -0.2173 -3.3976 0.073 -0.041 -0.153
H 6.8584 -1.9519 -3.0815 0.005 -0.069 -0.065
H 4.6989 -2.8945 -2.4962 0.106 -0.159 -0.054
H 3.7697 -4.6603 -1.8339 0.323 0.114 -0.009
H 2.1377 -6.3302 -0.4958 0.001 -0.179 0.024
H 0.3451 -4.6916 0.7366 -0.169 0.047 -0.001
H 0.2939 3.2540 2.1405 -0.148 0.085 0.035
H 0.7256 3.9756 0.0130 0.096 0.030 0.170
H -0.4137 3.9463 -2.4522 -0.021 0.205 -0.198
H -0.9404 1.3254 -2.9109 -0.036 -0.097 -0.143
F -3.6064 0.8694 -3.7428 0.447 -0.881 0.469
C -2.9932 -0.1307 -3.0820 -0.168 -0.191 0.673
C -1.9134 -0.7843 -3.6850 -0.159 0.508 -0.228
C -1.2696 -1.7874 -3.0151 -0.640 -0.872 0.998
C -1.6840 -2.2301 -1.6775 -1.705 0.167 -0.984
C -2.7732 -1.4435 -1.0905 0.980 -1.594 -0.683
C -3.4231 -0.4687 -1.7907 -0.312 1.106 -1.036
H -1.6150 -0.4935 -4.6804 0.065 0.049 -0.110
H -0.4971 -2.3534 -3.5199 0.084 0.042 -0.001
H -3.1599 -1.7459 -0.1269 -0.015 0.077 0.140
H -4.2789 0.0282 -1.3601 0.010 0.183 0.126
C -4.0776 3.7545 -1.0814 0.110 0.166 0.096
C -3.2897 4.1611 0.1581 -0.114 -0.062 -0.131
C -3.4977 3.2065 1.3229 0.490 -0.450 -0.261
S -3.0483 1.4533 0.8543 1.186 1.357 1.581
O -4.3284 0.7440 0.7936 -1.414 -1.051 -0.436
C -2.2848 0.9495 2.4738 -0.024 0.245 -0.762
C -1.7347 -0.4711 2.4106 -0.089 -0.173 -0.256
C -2.7985 -1.5111 2.7398 0.147 0.000 -0.069
H -3.9058 4.4617 -1.8909 -0.008 -0.015 -0.078
H -5.1429 3.7389 -0.8667 -0.139 -0.068 -0.022
H -3.7826 2.7637 -1.4244 -0.016 -0.092 -0.104
H -3.6094 5.1594 0.4701 0.136 -0.020 0.034
H -2.2268 4.2094 -0.0881 0.005 0.097 0.051
H -4.5482 3.1541 1.6015 -0.055 -0.194 0.117
H -2.8952 3.4979 2.1806 -0.012 -0.004 0.130
H -3.0569 1.0339 3.2373 -0.130 0.134 -0.003
H -1.4886 1.6629 2.6675 -0.027 0.111 0.036
H -0.9104 -0.5669 3.1219 0.085 0.067 -0.108
H -1.3086 -0.6773 1.3998 -0.146 0.174 0.495
H -3.1059 -1.4211 3.7783 -0.065 0.020 0.137
H -2.4091 -2.5150 2.5957 -0.003 -0.154 -0.011
H -3.6826 -1.3744 2.1242 -0.139 -0.023 -0.090
Cl -3.6984 -4.6147 -2.5309 -0.069 0.123 -0.054
Si -2.0083 -4.1124 -1.5430 0.426 0.988 -0.029
Cl -2.2559 -4.6008 0.4043 -0.103 -0.090 0.219
Cl -0.4616 -5.0892 -2.4050 -0.110 -0.137 -0.285